Record 1
Density functional theory data (ωB97M-V/def2-TZVPD) for an isolated molecule of C4H8N2O2 at a distorted geometry.

Results
E_LUMO (alpha / beta) in eV: -0.4 / -0.3
Frontier orbital gap (alpha / beta) in eV: 7.20 / 8.24
SMILES string: C[C@@H](/C=N/O)C(N)=O
Relative energy (zero: lowest compared OMol25 entry of this formula, charge and spin) in kcal/mol: 150.6

Each line ends with the natural charge from an NBO analysis.
Element x y z (Å)
C (-0.189, -0.702, 0.472)  -0.3485
C (-0.892, -1.942, -0.037)  -0.6157
C (-0.721, 0.814, -0.199)  0.6981
N (-0.696, 1.814, 0.738)  -0.8365
C (1.223, -0.559, 0.113)  0.0529
O (1.822, 1.637, -0.676)  -0.5248
N (1.454, 0.297, -0.808)  -0.1612
O (-1.495, 0.809, -1.124)  -0.6075
H (2.204, 1.900, -1.525)  0.4889
H (-0.353, -0.498, 1.529)  0.2152
H (0.083, 1.870, 1.373)  0.3912
H (-1.127, 2.686, 0.472)  0.3971
H (1.945, -1.360, 0.225)  0.1749
H (-1.949, -1.740, -0.216)  0.2385
H (-0.810, -2.769, 0.667)  0.2172
H (-0.500, -2.258, -1.005)  0.2200

=====

Record 2
Density functional theory data (ωB97M-V/def2-TZVPD) for a structure of composition C12H32N2O5Rb at a distorted geometry.

Results
E_LUMO in eV: -2.7
Frontier orbital gap in eV: 9.01
Relative energy (zero: lowest compared OMol25 entry of this formula, charge and spin) in kcal/mol: 60.7
Charge: +1

Each line ends with the natural charge from an NBO analysis.
Element x y z (Å)
Rb (-11.333, -1.601, 14.588)  0.9647
C (-8.263, -3.987, 14.957)  -0.2409
O (-8.472, -3.810, 13.613)  -0.5579
C (-7.488, -3.032, 12.956)  -0.0759
C (-8.028, -2.704, 11.524)  -0.2398
N (-8.838, -1.489, 11.632)  -0.6310
C (-9.489, -1.415, 10.372)  -0.2489
C (-10.548, -0.342, 10.483)  -0.0649
O (-11.710, -0.623, 11.289)  -0.5644
C (-12.721, 0.353, 11.213)  -0.2503
H (-8.290, -2.969, 15.344)  0.1478
H (-7.284, -4.466, 14.938)  0.1910
H (-9.070, -4.596, 15.365)  0.1889
H (-6.575, -3.593, 12.756)  0.1742
H (-7.160, -2.157, 13.517)  0.1691
H (-8.508, -3.564, 11.057)  0.2198
H (-7.156, -2.501, 10.902)  0.1794
H (-8.203, -0.704, 11.618)  0.3552
H (-10.077, -2.320, 10.219)  0.2038
H (-8.886, -1.166, 9.499)  0.1909
H (-10.743, -0.073, 9.445)  0.1765
H (-10.045, 0.568, 10.810)  0.1550
H (-13.028, 0.525, 10.181)  0.1844
H (-12.533, 1.313, 11.693)  0.1704
H (-13.564, -0.045, 11.778)  0.1854
C (-14.644, -0.689, 16.811)  -0.2541
O (-13.802, 0.398, 16.361)  -0.5760
C (-13.418, 1.462, 17.190)  -0.0550
C (-12.941, 2.647, 16.378)  -0.2403
N (-11.622, 2.393, 15.845)  -0.6326
C (-11.030, 3.463, 15.007)  -0.2477
C (-9.715, 3.002, 14.432)  -0.0574
O (-8.733, 3.023, 15.478)  -0.5426
C (-7.450, 2.992, 15.055)  -0.2405
H (-14.891, -1.365, 15.992)  0.1866
H (-15.640, -0.358, 17.102)  0.1902
H (-14.171, -1.279, 17.596)  0.1741
H (-12.579, 1.222, 17.844)  0.1545
H (-14.263, 1.729, 17.824)  0.1828
H (-12.892, 3.588, 16.927)  0.1838
H (-13.676, 2.844, 15.597)  0.1978
H (-11.127, 2.360, 16.725)  0.3556
H (-10.861, 4.444, 15.450)  0.1954
H (-11.676, 3.704, 14.163)  0.1986
H (-9.432, 3.718, 13.660)  0.1739
H (-9.762, 2.038, 13.925)  0.1581
H (-7.130, 1.993, 14.760)  0.1506
H (-6.703, 3.321, 15.777)  0.1981
H (-7.297, 3.702, 14.242)  0.1617
O (-10.669, -1.974, 18.763)  -0.9521
H (-10.415, -2.833, 19.101)  0.4768
H (-11.230, -1.604, 19.445)  0.4773

=====

Record 3
Density functional theory data (ωB97M-V/def2-TZVPD) for a cluster of 5 separate species, C19H36BFN6O9S in total at a distorted geometry.

Results
E_LUMO in eV: -1.2
Frontier orbital gap in eV: 7.55
SMILES string: CB(O)C1=C(S(=O)(=O)F)C(=O)C(N)=C(N)C1=O.CNC(C)=O.CNC(C)=O.CNC(C)=O.CNC(C)=O

Each line ends with the Löwdin charge.
Element x y z (Å)
C (3.085, -3.331, -2.478)  0.0144
B (1.854, -3.342, -3.459)  -0.4349
O (2.055, -3.821, -4.753)  0.1344
C (0.386, -2.790, -3.078)  0.0312
C (-0.711, -3.532, -2.962)  -0.1065
S (-0.676, -5.321, -3.177)  0.6926
O (-0.064, -5.735, -4.388)  -0.2272
O (-0.053, -5.848, -2.009)  -0.2332
F (-2.170, -5.884, -3.202)  -0.1464
C (-2.025, -2.826, -2.630)  -0.2887
O (-3.066, -3.406, -2.607)  0.1213
C (-2.071, -1.342, -2.354)  -0.1963
N (-3.307, -0.782, -2.022)  0.1287
C (-0.957, -0.603, -2.432)  -0.1983
N (-0.994, 0.785, -2.137)  0.1220
C (0.314, -1.270, -2.834)  -0.2850
O (1.314, -0.637, -2.946)  0.1551
H (3.195, -4.260, -1.892)  0.0899
H (3.991, -3.243, -3.111)  0.0857
H (3.071, -2.422, -1.862)  0.0328
H (1.472, -3.274, -5.306)  0.1136
H (-3.189, -0.038, -1.333)  0.0849
H (-3.908, -1.462, -1.555)  0.0980
H (-1.896, 1.179, -2.408)  0.0925
H (-0.306, 1.226, -2.753)  0.1052
C (3.128, -1.385, 0.857)  -0.0101
C (4.552, -1.276, 0.361)  -0.5325
O (4.890, -1.770, -0.706)  0.0171
N (5.450, -0.612, 1.133)  0.0106
C (5.231, 0.035, 2.419)  -0.0947
H (2.539, -1.940, 0.136)  0.0532
H (3.099, -1.919, 1.809)  0.0931
H (2.690, -0.393, 0.969)  0.0805
H (6.376, -0.583, 0.734)  0.1362
H (5.487, 1.086, 2.326)  0.0626
H (5.892, -0.424, 3.154)  0.0876
H (4.204, -0.057, 2.753)  0.0699
C (4.464, 3.660, 5.852)  -0.0082
C (4.385, 2.930, 4.535)  -0.5309
O (4.893, 1.832, 4.369)  0.0168
N (3.721, 3.536, 3.513)  0.0105
C (3.057, 4.825, 3.511)  -0.0746
H (5.021, 3.053, 6.561)  0.0838
H (4.983, 4.612, 5.728)  0.0855
H (3.463, 3.830, 6.252)  0.0848
H (3.708, 2.991, 2.664)  0.1368
H (2.003, 4.679, 3.264)  0.0796
H (3.512, 5.455, 2.744)  0.0845
H (3.134, 5.321, 4.473)  0.0732
C (-6.911, 3.470, -1.608)  -0.0108
C (-5.962, 2.327, -1.867)  -0.5539
O (-4.766, 2.505, -2.058)  0.0112
N (-6.474, 1.069, -1.883)  0.0068
C (-7.848, 0.650, -1.679)  -0.0723
H (-6.354, 4.403, -1.626)  0.0825
H (-7.678, 3.508, -2.383)  0.0859
H (-7.375, 3.362, -0.627)  0.0847
H (-5.779, 0.359, -2.064)  0.1173
H (-7.886, -0.029, -0.826)  0.0833
H (-8.188, 0.116, -2.568)  0.0854
H (-8.505, 1.495, -1.495)  0.0730
C (-0.938, -1.200, 2.560)  -0.0042
C (-0.424, -0.702, 1.232)  -0.5407
O (0.207, -1.422, 0.470)  0.0245
N (-0.683, 0.587, 0.895)  0.0099
C (-1.405, 1.587, 1.654)  -0.0713
H (-0.653, -2.242, 2.682)  0.0854
H (-0.501, -0.623, 3.376)  0.0848
H (-2.027, -1.133, 2.594)  0.0832
H (-0.312, 0.848, -0.008)  0.1032
H (-2.259, 1.928, 1.064)  0.0798
H (-0.744, 2.436, 1.837)  0.0785
H (-1.758, 1.197, 2.604)  0.0725

=====

Record 4
Density functional theory data (ωB97M-V/def2-TZVPD) for a cluster of 2 separate species, C10H14IN3 in total at a distorted geometry.

Results
E_LUMO (alpha / beta) in eV: -0.3 / -0.3
Frontier orbital gap (alpha / beta) in eV: 6.56 / 6.56
Relative energy (zero: lowest compared OMol25 entry of this formula, charge and spin) in kcal/mol: 160.7

Each line ends with the natural charge from an NBO analysis.
Element x y z (Å)
C (1.179, 1.186, 0.213)  -0.2274
C (-0.033, 0.509, -0.391)  0.2536
C (2.214, 1.035, -0.817)  0.3880
C (-1.370, -2.516, 0.205)  -0.3581
C (1.251, 1.570, 1.459)  -0.0330
C (-1.779, -0.298, 0.976)  -0.2776
C (-2.275, -1.552, 0.309)  -0.1902
C (2.223, 2.183, 2.376)  -0.6639
C (-3.705, -1.905, 0.003)  -0.6477
C (-0.353, -0.678, -2.452)  -0.4170
N (1.794, 0.418, -1.893)  -0.3581
N (0.398, 0.120, -1.563)  -0.2520
N (3.466, 1.465, -0.499)  -0.7905
I (-3.005, 1.278, 0.654)  0.1013
H (-1.468, -3.590, 0.052)  0.1995
H (-0.330, -2.207, 0.409)  0.1887
H (0.354, 1.511, 2.004)  0.2323
H (3.261, 2.047, 2.058)  0.1890
H (2.199, 1.821, 3.442)  0.2526
H (2.098, 3.344, 2.476)  0.2564
H (-4.276, -1.970, 0.911)  0.2218
H (-4.023, -1.056, -0.540)  0.2216
H (-3.742, -2.889, -0.592)  0.2160
H (-1.403, -0.475, -2.575)  0.2318
H (-0.016, -0.663, -3.485)  0.2249
H (-0.240, -1.727, -2.072)  0.2187
H (3.448, 1.897, 0.428)  0.4097
H (4.132, 1.141, -1.096)  0.4098